1.
{
  "formula": "C37H51BrF15IN3O18P3S",
  "method": "ωB97M-V/def2-TZVPD",
  "symbols": ["I", "F", "C", "C", "H", "H", "C", "F", "H", "H", "H", "O", "H", "S", "C", "H", "F", "F", "C", "H", "C", "F", "H", "F", "F", "H", "C", "P", "C", "N", "O", "O", "H", "C", "H", "O", "H", "O", "C", "C", "H", "O", "O", "N", "O", "F", "O", "C", "F", "H", "H", "H", "H", "H", "C", "F", "H", "H", "H", "C", "O", "H", "C", "H", "H", "C", "C", "H", "C", "C", "H", "Br", "C", "C", "H", "H", "H", "C", "O", "C", "H", "H", "C", "O", "H", "H", "O", "O", "H", "H", "C", "F", "H", "C", "H", "O", "H", "F", "P", "C", "H", "C", "H", "N", "C", "C", "H", "F", "H", "C", "P", "O", "H", "H", "C", "C", "H", "O", "H", "C", "O", "H", "C", "F", "H", "F", "C", "H", "H", "C"],
  "positions_angstrom": [[-0.689, -1.414, 6.423], [-6.405, -3.258, 1.941], [-7.768, -3.669, -2.407], [-0.646, 0.678, -1.666], [1.189, -3.309, -1.509], [2.190, 10.043, -3.302], [-3.676, -3.320, -3.685], [4.034, 7.305, 0.034], [-7.903, -5.671, -1.651], [3.176, 8.573, -1.576], [1.567, 0.977, -1.870], [2.461, -1.251, 5.371], [-1.622, -2.698, -3.699], [-1.282, 0.286, 2.151], [-2.898, -4.784, 4.286], [0.895, -0.454, -2.514], [-8.143, -2.175, 2.597], [-4.121, -4.442, -4.284], [5.728, 0.256, -3.527], [-1.239, 0.466, -0.765], [-3.918, -8.213, 5.195], [-5.225, -7.947, 5.308], [-4.603, -4.280, 3.077], [4.976, 9.363, -6.857], [-8.082, -4.315, 2.794], [3.089, 8.349, 4.471], [-8.379, -3.449, 0.605], [1.237, 2.116, 0.587], [3.490, 7.371, 4.208], [0.269, -0.242, 1.907], [3.193, 9.248, -4.882], [-7.741, -4.390, -0.081], [-0.812, -0.137, -3.723], [4.489, 6.924, 5.253], [-1.891, -4.488, -3.518], [-1.488, 0.483, 3.569], [2.931, -1.967, -0.041], [3.170, -0.984, 1.991], [0.253, -1.798, -0.179], [-7.746, -3.292, 1.993], [0.391, -6.148, 1.824], [2.990, 1.147, 2.414], [-2.206, -0.780, 1.783], [0.745, -1.989, 3.403], [2.893, -1.640, -2.047], [4.426, 7.418, -7.594], [0.966, 2.883, 2.015], [4.977, -0.526, -2.660], [-3.429, -8.354, 6.437], [-6.679, -3.622, -2.399], [-1.454, 2.098, 0.431], [-3.020, -3.953, 4.979], [6.759, 0.497, -3.280], [4.022, 7.643, -2.817], [-8.262, -4.677, -1.393], [3.040, 9.060, -7.765], [0.883, -2.969, 3.639], [2.647, 6.684, 4.137], [4.461, 9.319, -2.541], [4.930, 6.743, 0.864], [3.974, 5.317, 2.564], [-8.135, -2.669, -2.179], [-3.173, -7.106, 4.439], [-1.713, 2.617, 2.104], [-1.099, -4.133, -0.213], [3.796, 0.384, -4.943], [0.220, -5.128, 2.180], [2.338, -1.905, 6.079], [3.655, -0.850, -2.874], [3.961, 8.497, -6.968], [-8.102, -3.940, -3.409], [3.267, 2.683, -0.234], [0.445, -1.624, 2.188], [0.238, -2.792, -1.367], [-0.650, -4.682, -1.831], [3.360, -4.187, 1.713], [4.021, 6.884, 6.236], [2.719, -1.127, -0.713], [-0.744, 2.088, -1.923], [2.599, 0.119, 1.806], [5.725, 1.292, -5.380], [5.336, 7.610, 5.290], [-2.209, -3.486, -3.197], [-2.346, -7.301, 3.596], [2.035, -0.617, -4.308], [0.134, 2.483, -1.926], [-3.554, -5.916, 4.886], [2.624, -3.801, 2.205], [-1.844, -0.919, -2.431], [4.886, 5.936, 5.019], [1.275, 0.233, 0.957], [-3.802, -9.390, 4.583], [3.453, -0.323, -0.573], [2.594, 9.072, -3.584], [-2.964, 1.672, 1.307], [-9.329, -2.834, 0.225], [0.556, -5.107, 3.230], [5.401, 5.656, 0.259], [1.316, -3.955, 1.220], [-0.950, -3.795, -1.246], [-3.088, -3.529, 2.541], [-3.533, -4.436, 2.956], [-2.297, 0.671, -3.021], [0.339, -2.482, 1.152], [5.122, 0.702, -4.691], [3.359, 8.144, -5.601], [0.036, -2.269, -2.308], [-4.485, -3.135, -2.619], [-9.351, -4.721, -1.367], [4.293, 6.414, 2.221], [1.008, -0.827, 4.753], [3.057, 7.039, -5.262], [-1.828, -4.970, 4.189], [-3.406, -5.245, 2.235], [1.279, -0.629, -0.359], [3.620, 8.624, -2.566], [-0.783, -1.419, -0.187], [-2.143, -3.279, -1.811], [-0.822, -4.805, 2.075], [-1.879, 1.797, 1.396], [4.121, 7.529, 2.923], [5.469, -0.900, -1.758], [0.838, 0.187, -1.629], [-3.842, -2.265, -4.490], [1.809, 3.199, 2.385], [5.952, 7.600, 0.981], [3.065, -0.377, -4.048], [1.756, 8.378, -3.642], [3.311, 0.711, -5.861], [-1.434, 0.020, -2.837]],
  "atomic_forces_ev_per_a": [[0.2, -0.6, -0.1], [-0.1, 0.0, -0.3], [0.1, 0.3, 0.2], [0.1, 0.6, -1.5], [-0.2, 0.1, 0.2], [0.1, 0.1, -0.3], [0.0, -0.2, 1.6], [-0.1, -0.1, 0.4], [0.1, 0.0, 0.3], [-0.1, 0.1, -0.1], [-0.3, 0.0, 0.4], [-1.5, -1.0, 0.2], [-0.1, -0.5, -0.2], [-4.4, -1.4, 3.0], [0.1, 0.7, -0.3], [0.4, -0.1, 0.5], [-0.2, 0.0, -0.3], [0.2, 0.4, -0.4], [-0.6, -0.2, -0.1], [0.4, 0.0, 0.1], [-0.5, -0.7, 0.3], [0.1, 0.2, -0.1], [0.0, 0.1, 0.1], [-0.1, 0.0, 0.2], [-0.1, -0.1, -0.3], [0.1, 0.1, -0.3], [-0.1, -0.3, -0.7], [-1.4, 0.8, -0.3], [-0.2, 0.0, 0.6], [0.1, 0.3, -0.4], [0.0, 0.1, -0.4], [0.1, 0.0, 0.4], [-0.2, 0.1, 0.1], [0.3, -0.1, -0.2], [0.1, 0.2, 0.3], [1.4, 0.9, 0.0], [0.3, 0.4, -0.1], [-1.5, -0.3, -1.1], [-0.6, 0.0, -1.2], [0.4, 0.2, 0.9], [-0.1, 0.3, -0.1], [-1.2, 0.2, -1.0], [1.1, -0.1, -1.8], [-0.3, -0.5, 1.7], [-0.2, 0.4, 0.2], [-0.1, -0.1, 0.2], [0.7, -0.1, -0.8], [0.9, -0.4, 1.5], [0.2, 0.2, -0.1], [-0.1, -0.1, -0.1], [0.0, -0.3, 0.1], [-0.1, -0.2, 0.2], [-0.2, -0.1, -0.1], [-0.1, 0.0, 0.0], [-0.1, -0.1, -0.7], [-0.1, 0.0, 0.2], [0.0, 0.0, -0.5], [0.1, -0.1, -0.2], [-0.1, 0.1, 0.1], [0.6, 0.1, -0.8], [0.1, -0.2, -0.3], [-0.1, 0.0, 0.0], [0.2, 0.7, -0.1], [0.3, -0.4, 0.0], [-0.5, 0.3, -0.2], [-0.1, 0.0, -0.4], [0.7, 1.2, 0.5], [0.5, 0.0, -0.1], [-0.6, 0.4, -1.2], [0.5, 0.1, -0.8], [0.0, 0.0, 0.0], [-0.2, -0.3, 0.4], [-0.4, 0.0, -0.9], [-0.6, -0.4, 0.4], [-0.1, 0.0, 0.3], [0.2, 0.5, 0.1], [0.0, 0.0, 0.0], [0.1, -0.8, 0.7], [0.0, -0.1, 0.1], [2.4, -0.1, 2.4], [-0.4, -0.1, 0.0], [-0.1, 0.1, 0.1], [-0.3, 0.7, -0.6], [0.0, -0.4, 0.0], [0.2, 0.0, 0.2], [-0.1, 0.0, 0.3], [0.0, -0.3, 0.2], [-1.1, -0.1, 0.3], [0.2, 0.0, -0.5], [-0.1, 0.0, 0.0], [2.3, 0.2, -0.3], [0.2, 0.2, -0.1], [-0.3, -0.2, 0.3], [-0.1, 0.0, 0.6], [0.3, -0.6, 0.1], [0.0, 0.2, 0.3], [-0.4, -0.1, -0.2], [-0.2, -0.1, 0.3], [0.2, -2.1, -1.5], [1.4, -0.3, -0.7], [0.0, 0.1, 0.1], [0.0, -0.3, -0.1], [0.3, -0.2, -0.3], [1.8, 0.8, 1.2], [0.7, 0.4, -0.1], [-0.4, 0.1, 0.7], [0.3, 0.2, 0.4], [0.1, 0.1, -0.4], [0.0, 0.1, 0.2], [-0.4, 0.1, 0.7], [0.8, 2.4, -0.9], [0.1, -0.1, -0.3], [-0.1, -0.2, 0.0], [0.1, 0.0, 0.0], [-0.3, 0.4, -1.2], [0.2, -0.1, -0.3], [0.4, 0.3, 0.2], [-0.2, -0.5, 0.4], [0.1, -0.4, 0.1], [0.7, 1.2, -0.5], [0.0, 0.1, -0.4], [-0.2, 0.1, -0.2], [-1.1, -0.4, 0.1], [0.0, -0.4, -0.2], [0.0, -0.5, 0.4], [-0.1, 0.0, 0.3], [-0.2, -0.1, -0.2], [0.1, -0.1, -0.2], [0.2, 0.0, 0.2], [-0.2, -0.1, 1.5]],
  "mulliken_charge": [-0.113, -0.211, -0.866, 1.304, 0.832, 0.338, 0.973, -0.263, 0.341, 0.352, 1.271, -0.451, 0.217, 1.634, 0.052, -0.053, -0.254, -0.299, -0.862, -0.443, 0.880, -0.239, 0.404, -0.248, -0.273, 0.325, 0.330, 0.058, -0.192, 0.569, -0.310, -0.311, 0.134, -1.117, 0.448, -0.703, -0.125, -0.581, -0.908, 0.908, 0.456, -0.776, -0.771, 0.534, -0.281, -0.240, -0.456, -0.048, -0.258, 0.084, 0.335, 0.279, 0.408, 0.321, -0.283, -0.254, 0.293, 0.291, 0.300, 0.865, -0.465, 0.336, 0.308, 0.332, 0.005, -0.863, -0.653, 0.353, 0.433, 0.894, 0.412, -0.243, -1.654, -0.803, 0.404, 0.389, 0.378, -2.433, -0.701, -0.155, 0.384, 0.309, -0.570, -0.515, 0.312, 0.490, -0.341, -0.432, -0.005, 0.309, 1.856, -0.239, 0.916, -0.350, 0.472, -0.517, 0.545, -0.222, -0.124, -0.925, 0.194, -1.043, 0.534, 0.976, -0.420, 0.360, 0.220, -0.354, 0.337, 0.354, 0.127, -0.515, 0.218, 0.319, 3.159, -0.964, 0.289, -0.232, -0.149, -1.051, -0.323, 0.416, -2.846, -0.283, 0.412, -0.269, 0.226, 0.333, 0.402, -1.399],
  "e_homo_ev": -8.1,
  "homo_lumo_gap_ev": 7.25,
  "charge": 0
}

2.
{
  "formula": "C37H51Cl2N9O3",
  "method": "ωB97M-V/def2-TZVPD",
  "symbols": ["C", "H", "C", "H", "H", "H", "H", "H", "C", "H", "C", "C", "C", "H", "Cl", "H", "C", "C", "N", "H", "H", "H", "H", "H", "C", "Cl", "C", "H", "H", "H", "O", "H", "H", "C", "C", "C", "H", "H", "C", "C", "N", "H", "H", "H", "C", "C", "H", "H", "C", "H", "C", "C", "C", "C", "N", "H", "C", "H", "H", "C", "H", "H", "H", "C", "C", "O", "C", "C", "C", "H", "H", "C", "O", "C", "N", "H", "N", "N", "H", "H", "H", "H", "H", "H", "H", "C", "C", "C", "C", "H", "H", "N", "N", "C", "N", "H", "H", "H", "H", "H", "H", "C"],
  "positions_angstrom": [[-1.046, 1.160, -6.067], [-5.571, -1.242, 0.157], [-0.551, 1.654, -4.836], [-1.065, 2.899, 0.095], [-2.981, 1.495, 0.223], [7.974, 1.309, -4.455], [-1.144, -1.594, -4.358], [-6.151, -0.674, 4.309], [-0.965, -0.268, 0.356], [-0.691, -3.991, -4.653], [0.874, 3.589, 0.693], [5.912, 0.621, -4.187], [-0.740, -2.107, -3.485], [-0.818, -1.716, 3.526], [-0.469, -4.742, -2.435], [-3.802, 5.114, 2.141], [0.116, -4.691, 2.184], [-3.811, 3.308, -0.601], [-0.668, -1.352, 4.457], [-3.109, 0.385, -6.539], [-0.961, 0.742, 4.084], [2.504, -0.496, 3.661], [2.079, 1.622, -1.713], [4.364, -3.434, 0.996], [-0.629, -5.688, 2.896], [0.959, -1.750, -3.366], [-1.927, -5.165, 3.136], [-0.389, 1.025, 6.754], [6.229, -0.422, -4.197], [7.517, 1.512, -2.846], [0.098, -0.104, -0.358], [-0.420, -6.717, 3.148], [4.895, -2.043, 3.080], [-1.057, -3.642, -3.688], [-0.352, -2.123, 5.576], [-3.705, 4.373, 1.362], [0.466, 1.971, -4.658], [-2.813, -5.641, 3.530], [-5.450, -1.072, 1.216], [3.961, -1.909, 2.554], [-0.203, 3.377, -0.124], [5.431, 0.851, -5.137], [2.815, 4.541, 0.356], [0.926, 3.229, 1.710], [-5.678, -0.787, 3.345], [2.802, -1.089, 2.809], [-0.597, -2.805, 1.409], [-0.374, 1.025, -6.902], [3.666, 1.312, -3.324], [-0.288, -3.188, 5.413], [3.748, 0.888, 0.296], [-4.081, 4.512, -0.005], [-0.698, -0.019, 4.804], [-6.373, -1.114, 2.224], [-3.341, 2.421, 0.404], [-2.139, -3.763, -3.730], [-1.947, -3.917, 2.581], [4.163, -0.027, 0.720], [3.336, 1.496, -4.336], [2.456, -2.298, 0.941], [-3.353, -0.683, 1.258], [-4.343, 5.435, -0.502], [-0.299, 0.483, -1.005], [1.806, 4.335, 0.032], [-3.352, 3.081, 1.626], [-0.955, -0.712, 1.516], [1.339, 4.490, -1.281], [-1.594, 1.596, -3.916], [-0.470, 0.105, 6.195], [-0.098, -1.553, 7.652], [-3.520, -0.267, 3.687], [-4.374, -0.508, 3.072], [-2.068, 0.019, -0.161], [5.083, 0.478, -1.839], [1.951, -1.301, 1.746], [4.158, 1.806, 0.716], [-4.230, -0.820, 1.741], [-2.737, 1.155, -4.670], [2.708, 0.941, 0.617], [-2.746, -3.207, 2.428], [1.927, -2.747, 0.114], [1.153, -4.663, 1.884], [-2.982, 2.540, 2.485], [-3.671, 1.046, -4.304], [7.003, 2.634, -4.031], [7.102, 1.563, -3.853], [-0.291, -1.235, 6.638], [0.001, 3.979, -1.336], [3.712, -2.672, 1.396], [-0.712, 3.913, -2.144], [0.978, -1.029, 1.752], [3.949, 0.860, -1.168], [-0.746, -3.600, 2.015], [-2.366, 0.877, -5.929], [4.886, 0.751, -3.164], [-3.848, 2.952, -1.620], [-1.641, 1.902, -2.882], [5.963, 0.020, -1.413], [1.955, 4.977, -2.022], [-1.185, -1.731, -2.563], [-7.424, -1.355, 2.166], [3.046, 1.306, -2.074]],
  "atomic_forces_ev_per_a": [[1.4, 0.2, -0.4], [0.1, -0.1, 0.1], [-1.1, -0.4, 1.0], [-0.1, 0.2, 0.4], [-0.1, -0.5, 0.0], [-0.1, -0.3, -0.3], [0.0, 0.2, 0.1], [0.2, 0.0, 0.2], [-4.4, -1.0, 2.8], [0.3, 0.1, 0.1], [-0.4, -0.3, 0.9], [0.8, 0.7, 0.6], [-1.1, -1.7, 0.1], [0.0, 0.2, 0.1], [0.2, 0.2, 0.2], [0.0, 0.1, -0.2], [-1.7, -1.0, 1.2], [0.8, -1.3, 1.3], [0.6, 0.5, 1.1], [0.3, 0.2, -0.4], [0.1, -0.1, -0.1], [0.1, 0.1, -0.2], [0.0, 0.2, -0.4], [-0.1, 0.1, -0.1], [0.5, 1.3, -1.0], [1.1, 0.1, -0.1], [0.2, 0.5, -0.6], [-0.2, -0.2, 0.0], [0.1, 0.1, -0.1], [-0.6, -0.5, 0.3], [2.6, 0.7, -1.1], [0.8, 0.2, 0.0], [-0.3, 0.4, 0.5], [-0.1, 1.2, -0.3], [-0.9, 1.6, -1.1], [-0.8, 0.5, 1.0], [-0.1, 0.0, 0.2], [0.3, -0.1, 0.2], [0.0, -0.8, -1.4], [-1.4, 1.0, 0.6], [0.1, 0.4, -0.3], [0.2, 0.0, 0.0], [-0.2, 0.2, 0.2], [-0.3, -0.1, -0.1], [-0.2, 1.1, 3.6], [1.9, -1.6, -1.1], [0.0, 0.1, 0.3], [-0.5, -0.1, -0.3], [-1.2, -0.6, 0.8], [0.1, 0.0, 0.5], [0.1, -0.1, 0.3], [0.9, -0.2, 0.0], [-0.1, -0.1, 1.2], [-0.8, -0.4, -1.7], [-0.9, 1.8, -0.7], [0.0, 0.2, 0.2], [-0.6, 1.0, -0.6], [0.1, 0.2, 0.1], [-0.3, 0.3, 0.3], [0.4, 0.0, -0.2], [0.0, 0.0, -0.5], [-0.2, -0.2, 0.1], [0.5, 0.2, -1.2], [0.4, -1.1, -0.4], [0.8, -0.7, -1.8], [2.1, -0.7, 0.8], [-1.8, 0.2, -0.6], [-0.8, 0.0, -1.9], [-0.2, -1.1, -2.2], [0.1, 0.1, 0.0], [-0.2, 0.0, 0.0], [0.4, -1.1, -0.5], [-0.5, 0.8, -1.7], [-1.6, 0.7, -0.3], [0.9, -1.3, 0.7], [0.5, -0.2, -0.2], [0.4, 1.1, 0.5], [1.5, 0.7, 2.6], [-0.2, -0.3, -0.9], [-0.2, -0.1, 0.3], [-0.3, 0.4, 0.0], [-0.2, 0.0, -0.1], [-0.2, 0.3, 0.2], [0.3, 0.0, 0.0], [-0.8, -0.1, -0.2], [0.9, -0.1, -0.6], [0.5, -0.7, 0.5], [2.7, 0.1, 0.0], [-0.9, 0.7, 0.0], [0.1, 0.1, 0.2], [-0.5, 0.3, -0.1], [1.3, -0.6, -0.8], [0.9, -1.9, 0.5], [-0.7, -0.6, -0.4], [0.4, -0.3, 2.4], [-0.2, 0.2, 0.0], [-0.3, -0.1, -0.1], [-0.2, 0.2, 0.0], [-0.6, 0.1, -0.4], [-0.2, -0.1, -0.2], [0.1, 0.1, -0.2], [0.2, 0.7, -1.1]],
  "mulliken_charge": [-0.781, 0.427, 0.269, 0.051, 0.383, 0.396, 0.113, 0.414, 0.599, 0.365, -0.584, -0.461, 0.200, 0.071, -0.177, 0.426, -0.675, -0.497, 0.437, 0.414, 0.414, 0.458, 0.577, 0.471, -0.718, -0.135, -0.743, 0.449, 0.327, 0.329, 0.297, 0.413, 0.417, -0.574, -0.480, -0.526, 0.441, 0.439, -0.615, -0.835, 0.567, 0.288, 0.480, 0.517, -0.575, -0.656, 0.030, 0.367, -0.990, 0.435, -0.576, -0.685, -0.384, -0.578, 0.191, 0.358, -0.278, 0.285, 0.418, -0.631, -0.004, 0.399, -0.149, -0.610, -0.361, -0.449, -0.806, -0.563, -0.788, 0.381, 0.308, -0.508, -1.323, -0.292, 1.197, 0.312, 0.798, 0.026, 0.027, 0.495, 0.694, 0.454, 0.326, 0.222, 0.331, -1.123, -0.693, -0.545, -0.769, 0.563, -0.177, 0.466, 0.427, -0.542, 0.225, 0.479, 0.105, 0.461, 0.457, -0.179, 0.408, -0.060],
  "e_homo_ev": -7.1,
  "homo_lumo_gap_ev": 6.48,
  "charge": 0
}

Q: Number 1 is which compound?
A: C37H51BrF15IN3O18P3S